1.
DFT (ωB97M-V with the def2-TZVPD basis set) results for 2 unconnected molecules or ions with the total composition C2H5IP2 at a distorted geometry.

Bonds (Å) are listed after each position.
Geometry (Å):
1 I -2.48 0.43 0.26  C5 2.091
2 P 1.34 2.25 -0.28  P3 2.022, H6 1.388, H10 1.343
3 P 2.00 0.43 0.30  P2 2.022
4 C -0.61 -1.86 0.05  C5 1.555, H7 1.095, H8 1.135, H9 1.059
5 C -0.89 -0.53 -0.71  I1 2.091, C4 1.555
6 H -0.02 2.37 -0.55  P2 1.388
7 H 0.29 -1.56 0.60  C4 1.095
8 H -0.11 -2.53 -0.72  C4 1.135
9 H -1.29 -2.36 0.69  C4 1.059
10 H 1.75 3.36 0.35  P2 1.343

The value obtained for the frontier orbital gap (spin up / spin down) is 0.233 / 0.233 Eh. The net charge is 0.



2.
DFT (ωB97M-V with the def2-TZVPD basis set) results for a gas-phase ion, C2H5N (charge -1) at a distorted geometry.

Bonds (Å) are listed after each position.
Geometry (Å):
1 N -0.18 -0.47 0.69  C2 1.355, C3 1.418
2 C -1.16 -0.62 -0.23  N1 1.355, H4 1.082, H7 1.108
3 C 0.86 0.42 0.32  N1 1.418, H5 1.110, H6 1.114, H8 1.099
4 H -1.81 -1.48 -0.35  C2 1.082
5 H 1.82 -0.14 0.26  C3 1.110
6 H 0.72 0.88 -0.68  C3 1.114
7 H -1.26 0.16 -1.02  C2 1.108
8 H 1.01 1.25 1.02  C3 1.099

The value obtained for the frontier orbital gap (spin up / spin down) is 0.161 / 0.284 Eh. The net charge is -1. The spin multiplicity is 2.



3.
DFT (ωB97M-V with the def2-TZVPD basis set) results for a single C2H5N molecule at a distorted geometry.

Bonds (Å) are listed after each position.
Geometry (Å):
1 N 1.73 0.29 0.00  C2 1.251, H5 1.006
2 C 0.60 -0.24 0.04  N1 1.251, C3 1.492, H4 1.166
3 C -0.78 0.34 -0.04  C2 1.492, H6 1.140, H7 1.048, H8 1.157
4 H 0.32 -1.36 -0.07  C2 1.166
5 H 2.60 -0.21 -0.06  N1 1.006
6 H -1.18 -0.06 0.94  C3 1.140
7 H -1.43 0.04 -0.80  C3 1.048
8 H -0.71 1.50 0.01  C3 1.157

The value obtained for the frontier orbital gap is 0.389 Eh. The net charge is 0. The SMILES is [H]/N=C/C.



4.
DFT (ωB97M-V with the def2-TZVPD basis set) results for a gas-phase ion, C2H5N2O (charge +1).

Bonds (Å) are listed after each position.
Geometry (Å):
1 O -0.98 -1.09 1.70  C5 1.187
2 N 0.18 1.11 0.72  C4 1.303, H9 1.012, H10 1.019
3 N 0.45 0.03 -1.31  C4 1.307, H6 1.012, H8 1.014
4 C 0.05 0.08 -0.07  N2 1.303, N3 1.307, C5 1.535
5 C -0.62 -1.14 0.57  O1 1.187, C4 1.535, H7 1.099
6 H 0.32 -0.81 -1.87  N3 1.012
7 H -0.73 -2.01 -0.09  C5 1.099
8 H 0.90 0.81 -1.78  N3 1.014
9 H 0.60 1.99 0.45  N2 1.012
10 H -0.18 1.02 1.67  N2 1.019

The value obtained for the frontier orbital gap is 0.386 Eh. The net charge is +1. The SMILES is NC(=[NH2+])C=O.



Q: The lowest net charge belongs to which entry?
A: number 2